[1]
A cluster of 2 separate species, C5H9NO3S in total, computed with the ωB97M-V functional and the def2-TZVPD basis.

Geometry as XYZ:
```
19
Properties=species:S:1:pos:R:3:mulliken_charge:R:1
S -2.645 0.225 0.025 0.63
O -2.648 -0.067 -1.386 -0.48
O -3.443 -1.022 0.797 -0.49
O 1.563 1.338 -0.300 -0.39
N 0.688 -0.791 -0.307 0.40
C 0.961 -2.182 -0.225 -1.05
C 0.379 1.280 0.474 0.98
C 1.742 0.054 -0.868 -0.47
C -0.055 -0.027 0.606 -0.76
C 0.010 2.605 1.087 -1.25
H 0.658 -2.700 -1.302 0.25
H 1.926 -2.560 0.050 0.37
H 0.436 -2.633 0.532 0.42
H -0.533 2.953 0.215 0.31
H -3.770 -1.719 0.152 0.34
H 1.697 0.034 -2.042 0.24
H 2.794 -0.344 -0.711 0.27
H -0.659 2.468 1.930 0.27
H 0.898 3.090 1.271 0.41
```

HOMO energy (spin up / spin down) in Eh: -0.2651 / -0.2793
DFT total energy in eV: -23793.3703
HOMO-LUMO gap (spin up / spin down) in eV: 6.585 / 7.430
Multiplicity: 1

[2]
An isolated molecule of C5H9NO3S, computed with the ωB97M-V functional and the def2-TZVPD basis.

Geometry as XYZ:
```
19
Properties=species:S:1:pos:R:3:mulliken_charge:R:1
S 0.321 -1.942 -0.610 -0.22
O 1.886 0.023 -0.126 -0.55
O 0.617 2.472 0.789 -0.60
O 1.635 -0.499 -2.272 -0.61
N -0.768 0.775 0.327 0.19
C -0.355 -1.519 1.036 -0.63
C -0.333 1.781 1.109 0.10
C -1.453 -0.458 0.664 -0.61
C 0.973 -0.289 -1.101 0.88
C -0.243 0.768 -1.021 -1.39
H -1.028 0.362 -1.634 0.35
H -0.968 -2.326 1.465 0.35
H 2.111 -1.365 -2.327 0.38
H 0.461 -1.102 1.517 0.42
H -2.277 -0.445 1.537 0.32
H 0.185 1.653 -1.221 0.55
H -0.772 1.962 2.071 0.44
H -2.104 -0.770 -0.265 0.29
H 2.112 0.919 0.061 0.34
```

SMILES: O=CN1CCSC(O)(O)C1
HOMO energy in Eh: -0.3246
DFT total energy in eV: -23797.3789
HOMO-LUMO gap in eV: 9.481
Multiplicity: 1